one | # C2H4N2S

2 unconnected molecules or ions with the total composition C2H4N2S (wB97M-V/def2-TZVPD, OMol25).

Positions of all 9 atoms, in Å:
C -2.3229 -0.1278 0.1484
C 0.6690 -0.0433 -0.2189
N -2.6811 0.8882 -0.2305
N 1.7191 -0.8677 -0.2230
S 0.8569 1.6512 -0.0929
H -2.1618 -1.0908 0.5224
H -0.4003 1.9733 0.2829
H 1.6339 -1.8803 -0.1127
H 2.6871 -0.5027 -0.0757

Properties
Multiplicity: 1
Highest occupied orbital energy (eV): -8.2
Kohn-Sham gap (eV): 8.948
LUMO level (eV): 0.7205
Charge: 0

=====

two | # C2H4N2S

A molecular structure, C2H4N2S (wB97M-V/def2-TZVPD, OMol25).

Positions of all 9 atoms, in Å:
C -0.0486 -0.0080 -0.4750
C 1.1000 0.5834 0.3204
N 0.3257 -1.4077 -0.2228
N 1.7528 -0.6697 0.7619
S 2.6671 0.1413 -0.2898
H -1.0141 0.4734 0.0477
H 0.0865 0.3966 -1.4147
H 1.1968 1.3261 1.0893
H -0.2161 -1.8506 0.5003

Properties
Multiplicity: 1
Highest occupied orbital energy (alpha / beta) (eV): -8.8 / -8.8
Kohn-Sham gap (alpha / beta) (eV): 9.132 / 9.132
LUMO level (alpha / beta) (eV): 0.3453 / 0.3466
Charge: 0

=====

Which of them is the most stable? Correct choice: one.

=====

one | # C2H4N2S

2 unconnected molecules or ions with the total composition C2H4N2S (wB97M-V/def2-TZVPD, OMol25).

Positions of all 9 atoms, in Å:
C -2.2124 -0.1008 -0.8353
C 2.1157 0.3561 0.4581
N -1.2191 -0.8237 -0.8109
N 1.4121 -0.3480 1.2663
S 0.0735 -1.0016 1.5726
H -2.5190 0.3024 -1.7664
H -2.6913 0.2699 -0.0053
H 1.9907 0.4648 -0.6871
H 3.0498 0.8809 0.8080

Properties
Multiplicity: 1
Highest occupied orbital energy (eV): -7.7
Kohn-Sham gap (eV): 6.299
LUMO level (eV): -1.3708
Charge: 0

=====

two | # C2H4N2S

2 unconnected molecules or ions with the total composition C2H4N2S (wB97M-V/def2-TZVPD, OMol25).

Positions of all 9 atoms, in Å:
C -0.6682 0.8068 1.0376
C 0.0242 -0.3150 0.5994
N -1.2516 1.7025 1.4688
N -0.5482 -1.2903 -0.1213
S 1.8195 0.8635 -1.3103
H 0.9965 -0.5028 1.0363
H -1.3949 -1.0966 -0.6352
H 0.0544 -2.0116 -0.4821
H 0.9683 1.8435 -1.5933

Properties
Multiplicity: 1
Highest occupied orbital energy (alpha / beta) (eV): -8.2 / -8.2
Kohn-Sham gap (alpha / beta) (eV): 6.432 / 6.442
LUMO level (alpha / beta) (eV): -1.8026 / -1.7991
Charge: 0

=====

Which of them is the most stable? Correct choice: two.